C33H45N5O3PPdS | ωB97M-V with the def2-TZVPD basis set

XYZ file:
```
89
Properties=species:S:1:pos:R:3:forces:R:3
Pd 0.10895 -0.89432 1.02930 -0.75 0.28 -0.24
N 1.36514 -1.95910 4.95616 -0.05 -0.08 -0.06
C 1.02671 -1.86873 3.66386 0.11 -0.14 -0.07
S -0.34739 -0.86947 3.24603 0.23 0.01 0.19
N 1.72866 -2.56841 2.79081 -0.39 0.11 0.11
N 1.22845 -2.37756 1.54255 0.54 -0.50 0.04
C 1.44549 -3.25508 0.62767 0.09 0.06 0.23
C 0.83192 -3.01596 -0.67130 -0.14 0.32 -0.25
C 0.54028 -4.04476 -1.55377 0.05 0.01 0.07
C -0.22704 -3.75490 -2.66804 0.00 0.00 -0.06
C -0.56000 -2.44003 -2.93729 0.04 0.05 -0.07
C -0.10029 -1.43819 -2.09370 0.03 0.00 0.16
N 0.48603 -1.72544 -0.92705 0.13 -0.39 -0.17
H 0.78748 -1.52919 5.65593 0.02 0.02 0.00
H 2.01998 -2.67017 5.23660 0.04 0.03 0.00
H 2.01384 -4.14963 0.84948 -0.02 -0.02 0.03
H 0.84004 -5.05767 -1.32642 0.02 0.00 0.02
H -0.55514 -4.54819 -3.32608 -0.01 0.01 -0.01
H -1.15898 -2.16927 -3.79231 0.00 0.02 -0.05
H -0.84068 0.41134 -1.73258 0.08 0.02 0.00
O -0.04971 1.81733 2.00213 -0.07 0.20 -0.01
C -1.13959 2.49621 1.41424 -0.07 0.14 -0.10
C -1.65175 1.58942 0.25518 -0.10 0.04 -0.02
O -2.37796 2.05428 -0.61425 0.00 -0.04 0.07
O -1.29797 0.35131 0.23003 0.15 -0.12 0.06
C -2.32134 2.68484 2.38046 0.04 -0.07 0.02
C -2.31104 2.14255 3.65996 -0.04 0.04 0.00
C -3.38412 2.33300 4.52266 0.00 -0.02 0.03
C -4.48920 3.05644 4.11452 -0.02 0.00 0.01
C -4.51683 3.58540 2.83157 0.02 -0.01 -0.01
C -3.44591 3.40170 1.97466 0.00 -0.01 0.03
C -0.63314 3.86615 0.90781 -0.12 0.06 0.12
C 0.50938 4.39783 1.50161 -0.12 0.03 0.03
C 1.03603 5.61114 1.08330 0.03 0.00 0.03
C 0.43419 6.31856 0.05494 0.00 0.02 -0.03
C -0.71241 5.80688 -0.53379 0.00 0.00 0.03
C -1.24801 4.59972 -0.10712 -0.02 0.04 0.07
H -0.13805 1.80073 2.95960 0.04 0.03 0.00
H -1.49078 1.53998 4.02871 0.01 0.00 -0.01
H -3.34882 1.90268 5.51495 -0.01 0.00 0.00
H -5.32504 3.20379 4.78528 0.00 0.00 0.00
H -5.37847 4.14591 2.49381 0.00 0.00 0.00
H -3.49673 3.81023 0.97820 0.03 0.01 -0.05
H 1.00550 3.84859 2.28771 0.02 0.00 0.01
H 1.92252 6.00248 1.56605 0.00 0.00 0.00
H 0.84548 7.26337 -0.27574 0.00 0.00 0.00
H -1.20504 6.35437 -1.32796 0.00 0.00 0.00
H -2.12894 4.21388 -0.59360 -0.01 0.00 0.01
C -1.09958 3.05461 -3.41678 0.02 -0.09 0.00
C -0.47140 1.96969 -4.31169 -0.02 0.08 0.03
C -1.64796 1.09878 -4.78935 0.04 -0.03 -0.01
C 0.17660 2.68092 -5.50784 0.03 -0.01 -0.02
P 0.73258 0.88871 -3.36308 0.14 0.22 -0.09
N -0.26435 -0.07567 -2.43567 -0.20 -0.11 0.21
C 1.83048 1.86733 -2.21805 0.04 0.03 0.01
C 2.41967 3.12621 -2.87344 -0.02 0.00 0.00
C 1.01127 2.28308 -0.98922 0.15 -0.06 -0.19
C 2.97906 1.00283 -1.67704 0.01 -0.01 -0.01
C 1.78376 -0.15260 -4.51661 0.01 -0.05 -0.02
C 0.95265 -0.76772 -5.65505 0.02 0.00 0.03
C 2.54802 -1.29703 -3.81788 0.01 -0.03 -0.04
C 2.86718 0.73799 -5.15825 0.02 -0.02 0.01
H -1.84349 3.56648 -4.03148 0.01 0.00 -0.01
H -0.39303 3.80665 -3.07624 0.05 0.01 0.03
H -1.63038 2.63440 -2.56575 0.01 0.00 0.11
H -2.27083 1.72528 -5.43011 -0.01 0.00 0.00
H -2.25758 0.77168 -3.94894 0.00 -0.02 0.00
H -1.35225 0.22883 -5.36921 -0.01 0.01 0.00
H -0.57716 3.34702 -5.93073 0.00 0.00 0.00
H 0.48362 2.00293 -6.30004 0.01 -0.01 -0.02
H 1.02639 3.29967 -5.22179 -0.01 -0.02 0.00
H 1.66082 3.87188 -3.09654 -0.04 0.02 -0.01
H 2.98983 2.92232 -3.77708 -0.02 0.03 0.03
H 3.10264 3.57535 -2.14955 -0.01 0.00 0.00
H 0.08498 2.79359 -1.22412 0.03 -0.01 -0.11
H 1.61362 2.98203 -0.40638 0.02 -0.03 -0.07
H 0.79484 1.43224 -0.34491 0.09 0.02 -0.05
H 3.77342 0.84328 -2.40340 0.00 0.00 0.04
H 2.62782 0.04188 -1.29703 0.00 0.00 0.02
H 3.41440 1.54224 -0.83376 -0.01 0.01 0.00
H 0.16284 -1.42292 -5.29963 -0.02 -0.03 0.03
H 1.63034 -1.37172 -6.26046 0.00 0.00 0.00
H 0.51501 -0.02006 -6.30943 0.00 0.02 -0.01
H 1.91813 -1.99886 -3.28387 -0.05 -0.04 0.01
H 3.31932 -0.93854 -3.14703 -0.03 -0.04 0.00
H 3.04834 -1.85926 -4.60931 0.00 0.00 0.00
H 2.47403 1.60939 -5.67150 -0.01 0.02 -0.01
H 3.38050 0.12478 -5.90111 0.00 -0.01 -0.01
H 3.61502 1.05991 -4.43698 -0.03 -0.02 -0.04
```
Forces are in eV/Å.

For the total energy, the calculation gives -72144.582 eV. Its multiplicity is 1. Its highest occupied orbital energy is -0.3951 Eh. The net charge is +1. Its HOMO-LUMO gap is 0.2676 Ha.



C33H45N6O7SSbSe4V | ωB97M-V with the def2-TZVPD basis set

XYZ file:
```
98
Properties=species:S:1:pos:R:3:forces:R:3
V -0.28844 1.77024 -0.54167 -0.37 -0.35 -2.32
O -4.62550 -3.98011 -3.00904 -0.01 -0.04 0.01
C -5.17076 -2.75231 -3.24579 -0.02 0.02 -0.01
O -6.32792 -2.69881 -3.58792 0.00 -0.01 -0.01
C -4.29126 -1.59066 -3.03859 0.02 0.00 0.03
C -4.86617 -0.31553 -3.00363 0.01 0.06 0.03
C -4.11192 0.80619 -2.73306 -0.04 -0.04 -0.04
C -2.72854 0.70027 -2.46828 0.03 -0.05 0.01
C -2.13875 -0.57497 -2.59493 0.05 0.01 0.02
C -2.90054 -1.68648 -2.85182 0.00 0.02 -0.02
N -1.94824 1.74948 -2.08079 0.12 0.07 0.30
C -2.22610 2.96574 -2.55601 -0.02 0.06 -0.02
C -1.41871 4.06925 -2.22303 -0.03 0.08 0.00
C -1.58557 5.33441 -2.83148 -0.04 -0.04 0.00
C -0.72617 6.35430 -2.52178 0.07 0.03 0.04
C 0.30896 6.12843 -1.60632 -0.03 -0.02 -0.05
C 0.41612 4.87227 -1.04023 -0.06 0.08 -0.07
N -0.41910 3.87377 -1.31960 0.29 -0.56 0.38
H -3.73791 -3.86651 -2.64908 0.03 0.01 0.00
H -5.93555 -0.23296 -3.15294 0.00 -0.01 -0.01
H -4.59656 1.76985 -2.63960 0.00 -0.02 0.01
H -1.07025 -0.65357 -2.45009 -0.05 -0.02 -0.06
H -2.37394 -2.63362 -2.92149 -0.01 -0.02 -0.01
H -2.99209 3.10085 -3.31665 0.01 0.01 0.03
H -2.38344 5.46886 -3.55149 -0.01 -0.01 0.01
H -0.84369 7.32538 -2.98947 0.00 0.00 0.01
H 1.00369 6.90358 -1.31792 -0.01 0.00 0.01
H 1.19416 4.65920 -0.31961 0.00 -0.02 -0.05
N -3.33492 -0.22899 0.31056 -0.13 0.15 -0.01
C -2.37000 -1.05555 1.00091 0.16 -0.03 -0.14
C -2.97814 -2.35446 1.52926 0.00 -0.04 0.01
C -3.90085 -2.09733 2.72267 -0.01 0.02 0.02
C -3.23848 -2.37579 4.06982 0.01 -0.08 -0.03
N -1.87230 -1.88023 4.24519 0.00 0.01 0.12
C -1.51884 -0.64033 4.62809 0.13 -0.09 0.05
N -2.31581 0.40631 4.44070 -0.02 0.19 0.05
N -0.35905 -0.45110 5.24998 -0.10 -0.02 -0.04
C -1.12320 -1.28787 0.11355 0.15 0.12 0.62
O -0.76018 -2.44377 -0.11855 -0.05 -0.08 -0.22
O -0.47857 -0.23827 -0.20409 0.27 0.37 -0.26
H -4.01237 0.19824 0.92884 0.06 0.05 -0.03
H -3.82351 -0.74431 -0.41238 -0.02 0.01 -0.04
H -1.96790 -0.45203 1.82234 -0.06 0.02 0.05
H -2.19531 -3.06983 1.79283 0.02 0.03 0.00
H -3.53821 -2.80557 0.70679 0.01 -0.05 0.01
H -4.78219 -2.74355 2.69404 -0.02 0.00 -0.03
H -4.29920 -1.07775 2.68228 0.04 0.00 0.01
H -3.14348 -3.45817 4.16410 -0.04 0.00 0.06
H -3.86077 -2.02941 4.90053 0.00 0.06 -0.03
H -1.18460 -2.58106 4.46136 0.01 -0.01 -0.11
H -2.97875 0.37488 3.68263 0.01 -0.01 -0.06
H -1.84932 1.32125 4.57186 -0.02 -0.07 -0.08
H 0.29406 -1.21601 5.28126 0.01 0.01 -0.01
H 0.03390 0.52197 5.15542 0.05 -0.04 -0.04
Se 0.65560 5.76431 2.40070 -0.04 0.09 0.05
Sb 0.28999 3.38727 2.43652 -0.10 -0.03 0.00
Se -1.76462 2.46091 1.30830 -0.51 0.25 0.62
Se 1.73540 2.11514 0.85276 0.68 0.10 0.55
Se 0.29214 2.63594 4.79828 -0.05 0.05 0.10
C 2.64741 -4.22102 0.43913 -0.01 0.04 0.03
C 1.97491 -3.32422 1.46479 -0.13 0.02 -0.14
S 2.59766 -1.62560 1.31564 -0.03 -0.06 -0.04
O 4.04362 -1.71195 1.69250 0.11 -0.10 0.03
C 1.69517 -0.97683 2.78243 0.04 0.09 0.00
C 2.69711 -0.42035 3.78138 -0.02 0.00 -0.02
H 2.36748 -5.26332 0.60419 0.00 0.00 -0.01
H 3.73297 -4.13548 0.50759 0.00 0.00 0.01
H 2.33696 -3.94108 -0.56701 0.00 0.03 -0.05
H 2.17131 -3.65772 2.48810 0.07 0.06 0.01
H 0.89936 -3.26017 1.28239 -0.01 -0.01 0.01
H 1.08473 -1.78663 3.19426 0.05 -0.03 -0.01
H 1.04181 -0.18486 2.40838 -0.02 -0.03 -0.02
H 3.41009 -1.18189 4.09510 0.01 -0.01 0.00
H 2.18834 -0.00184 4.65018 0.00 0.02 -0.02
H 3.25620 0.39501 3.32439 0.00 0.00 0.00
C 6.34859 -1.50803 -0.89098 -0.03 0.00 0.00
C 5.21863 -0.70587 -1.47808 -0.01 0.01 0.01
C 5.23594 0.68161 -1.45967 0.02 -0.02 -0.02
C 4.17195 1.43367 -1.94826 0.00 0.00 0.05
C 4.21909 2.93790 -1.88458 0.00 -0.02 -0.01
C 3.05281 0.76808 -2.44702 0.00 0.12 0.13
C 3.00684 -0.62465 -2.47137 -0.03 -0.03 -0.03
C 1.78628 -1.34495 -2.98196 -0.01 -0.01 0.01
C 4.09997 -1.34167 -2.00191 0.02 0.00 0.03
C 1.88091 1.55171 -2.99346 -0.09 -0.06 -0.16
O 1.97375 2.04318 -4.11514 0.03 0.10 0.03
O 0.83403 1.59138 -2.25962 -0.37 -0.22 0.69
H 7.25290 -0.90436 -0.79402 -0.01 0.00 0.02
H 6.58375 -2.37718 -1.50948 0.00 -0.01 -0.02
H 6.06200 -1.86687 0.09985 0.01 0.02 0.04
H 6.09922 1.19761 -1.04880 0.00 0.00 0.00
H 3.73866 3.28808 -0.96705 0.00 0.00 -0.02
H 5.25187 3.29187 -1.88351 0.00 0.00 0.00
H 3.69383 3.38269 -2.72877 0.00 0.01 -0.02
H 1.07794 -1.52190 -2.16726 0.02 -0.01 0.05
H 2.06162 -2.30820 -3.41761 -0.01 -0.02 0.03
H 1.26668 -0.76050 -3.74213 0.02 0.00 -0.02
H 4.07127 -2.42703 -2.02687 -0.01 -0.04 0.00
```
Forces are in eV/Å.

For the total energy, the calculation gives -362679.719 eV. Its multiplicity is 4. Its expectation value of S² is 3.7891. Its highest occupied orbital energy (spin up / spin down) is -0.0355 / -0.0919 Eh. The net charge is -2. Its HOMO-LUMO gap (spin up / spin down) is 0.1544 / 0.2108 Ha.



C33H45N7ORhSSi | ωB97M-V with the def2-TZVPD basis set

XYZ file:
```
89
Properties=species:S:1:pos:R:3:forces:R:3
Rh 0.94903 0.16766 -0.86642 -0.18 0.33 -0.53
C 0.38996 1.01527 3.29999 0.08 -0.02 0.04
C 0.27792 0.92545 1.81435 -0.02 0.06 0.27
N 1.17784 0.34287 1.08776 0.17 -0.29 -0.09
N 2.24130 -0.19616 1.74502 0.08 -0.02 -0.19
C 3.15927 -0.65777 0.91699 0.01 0.04 0.06
N 4.25807 -1.19855 1.48646 0.04 -0.02 0.02
S 3.06493 -0.63105 -0.80675 0.04 -0.08 0.17
C -0.85459 1.48397 1.09467 -0.12 0.00 -0.12
C -1.99210 1.94921 1.66174 0.04 0.03 0.06
C -3.08100 2.57162 0.96311 -0.01 -0.01 -0.02
C -3.46309 2.22558 -0.27622 -0.05 -0.09 -0.06
C -2.82801 1.04218 -0.96115 0.02 0.13 0.06
N -0.61396 1.66950 -0.28914 -0.02 0.05 0.13
H 1.43748 1.12476 3.57145 -0.02 -0.01 0.02
H 0.03022 0.09772 3.77215 0.02 0.00 0.01
H -0.17308 1.85371 3.70047 -0.02 0.03 -0.02
H 4.41951 -1.02203 2.46418 -0.01 -0.01 -0.01
H 5.04910 -1.41301 0.90547 0.00 0.00 0.01
H -2.03646 1.93000 2.74239 -0.01 0.00 0.01
H -3.63488 3.33822 1.49194 0.01 0.00 0.00
H -4.23057 2.78028 -0.80016 0.00 0.00 -0.01
H -3.36253 0.74892 -1.85955 0.00 0.02 -0.01
C -1.48929 1.60578 -1.27552 0.06 -0.12 -0.13
Si -1.09999 2.52027 -2.94193 0.02 0.03 0.05
C -0.95936 1.32341 -4.41756 -0.06 -0.03 -0.05
N -0.49188 -0.03386 -4.27705 -0.05 -0.05 0.01
C 0.83293 -0.16292 -3.77125 0.11 0.08 -0.09
C 1.26018 -1.62989 -3.64117 -0.02 0.01 -0.07
C 0.36594 -2.50796 -4.51119 0.03 -0.01 0.01
C -1.08087 -2.40338 -4.02320 0.01 0.00 0.00
C -1.41768 -0.95467 -3.63548 -0.01 0.03 0.02
C 0.42461 3.51238 -2.54533 0.02 -0.02 0.09
C 0.45486 4.31302 -1.39418 -0.02 0.05 -0.04
C 1.59129 5.02410 -1.04404 0.03 0.00 -0.03
C 2.72510 4.94576 -1.84262 0.01 0.02 0.06
C 2.71772 4.16021 -2.98352 0.00 -0.03 -0.04
C 1.57803 3.44903 -3.32934 -0.04 -0.03 -0.04
C -2.61341 3.58411 -3.21600 -0.01 -0.05 -0.02
C -3.81038 3.00343 -3.65268 0.01 -0.03 0.00
C -4.95980 3.76065 -3.81564 -0.01 -0.01 0.00
C -4.93104 5.12352 -3.55404 -0.01 0.02 0.00
C -3.75015 5.72312 -3.14307 -0.01 0.00 0.00
C -2.60336 4.95980 -2.97586 0.04 0.00 0.00
H -2.74292 0.19079 -0.28387 0.01 -0.03 0.05
H 0.34797 2.04176 -0.51812 -0.15 0.21 0.00
H -0.33132 1.84820 -5.14920 0.01 0.01 0.01
H -1.95233 1.29314 -4.87319 0.01 0.04 -0.02
H 0.93816 0.45273 -2.79805 0.09 -0.15 0.29
H 1.52136 0.39279 -4.41593 -0.04 0.00 0.00
H 1.16550 -1.95892 -2.61108 -0.04 0.01 0.04
H 2.30915 -1.72326 -3.92508 0.00 -0.02 0.04
H 0.70063 -3.54534 -4.45836 0.02 0.01 -0.01
H 0.44086 -2.20099 -5.55550 -0.01 0.00 0.00
H -1.21849 -3.03304 -3.14378 -0.02 -0.02 0.00
H -1.76268 -2.75374 -4.79862 0.00 -0.01 0.00
H -1.37259 -0.85159 -2.53526 0.02 0.01 -0.01
H -2.42996 -0.69699 -3.95449 0.00 0.00 0.02
H -0.42378 4.38436 -0.75907 -0.02 0.04 -0.01
H 1.59474 5.64043 -0.15466 0.00 0.00 0.01
H 3.61553 5.49751 -1.57178 0.00 0.00 0.00
H 3.60220 4.09703 -3.60320 0.00 0.00 -0.01
H 1.59541 2.83506 -4.22271 0.01 0.02 0.01
H -3.85661 1.94374 -3.88282 0.01 -0.01 0.01
H -5.87286 3.29157 -4.15803 0.00 0.00 0.00
H -5.82502 5.71875 -3.68530 0.00 0.00 0.00
H -3.71921 6.78892 -2.95918 0.00 0.00 0.00
H -1.68755 5.45132 -2.67323 0.03 0.00 0.04
C 1.65825 -4.07734 -1.15890 0.01 0.01 -0.01
N 1.16133 -3.75415 0.16402 -0.02 0.05 -0.01
C 1.94107 -4.21992 1.29936 0.02 -0.02 0.01
C 1.04722 -4.40940 2.50592 0.00 0.00 0.02
C 0.29047 -3.12468 2.76441 0.00 -0.03 0.01
N -0.36121 -2.65969 1.55054 0.03 0.05 -0.04
C -1.58200 -1.91107 1.71920 -0.05 0.03 0.00
C 0.11669 -2.88661 0.28602 0.02 -0.03 -0.04
O -0.40079 -2.35142 -0.70693 -0.08 -0.13 0.07
H 2.45380 -3.39784 -1.47721 0.01 -0.03 0.02
H 0.84181 -4.02651 -1.87361 0.00 0.00 -0.01
H 2.04616 -5.09569 -1.13969 0.01 0.00 -0.02
H 2.75252 -3.51604 1.52425 -0.02 -0.01 0.01
H 2.40124 -5.16753 1.01625 0.01 0.02 0.01
H 1.64351 -4.67556 3.37870 0.00 0.00 0.00
H 0.34294 -5.22147 2.31517 0.00 0.00 -0.01
H 0.97093 -2.35046 3.14051 -0.01 0.00 0.01
H -0.48398 -3.28393 3.51735 0.01 0.00 0.01
H -1.43993 -1.07651 2.41130 0.00 -0.01 -0.02
H -2.37706 -2.54768 2.11931 0.01 -0.01 0.00
H -1.88656 -1.53360 0.74872 -0.03 0.03 0.01
```
Forces are in eV/Å.

For the total energy, the calculation gives -69145.210 eV. Its multiplicity is 1. Its highest occupied orbital energy (spin up / spin down) is -0.3638 / -0.3638 Eh. The net charge is +1. Its HOMO-LUMO gap (spin up / spin down) is 0.2418 / 0.2419 Ha.